Record 1
DFT (wB97M-V/def2-TZVPD) results for the molecule C4H5NOS in a non-equilibrium geometry.

The geometry in XYZ format:
```
12
Properties=species:S:1:pos:R:3
O 1.10 -0.29 -2.09
C 0.53 -1.21 -1.57
C -0.31 -1.08 -0.30
S -0.85 -2.40 0.47
N -0.57 0.20 0.04
C -0.61 0.80 1.33
C 0.33 1.30 0.27
H 0.59 -2.23 -1.96
H -0.20 0.21 2.14
H -1.52 1.39 1.55
H 0.10 2.23 -0.26
H 1.41 1.08 0.37
```

HOMO in eV: -9.06
Charge: 0
LUMO energy in eV: -0.7884
Energy relative to the best compared isomer or geometry (same formula, charge and spin) in kcal/mol: 46.8
Orbital gap in eV: 8.271
DFT total energy in a.u.: -683.53327
SMILES: O=CC(=S)N1CC1

---

Record 2
DFT (wB97M-V/def2-TZVPD) results for a cluster of 21 separate species, C23H57ClN4O23S2 in total in a non-equilibrium geometry.

The geometry in XYZ format:
```
110
Properties=species:S:1:pos:R:3
O -2.98 -3.44 -1.68
O 0.88 2.10 -0.71
Cl -5.55 3.52 -4.60
N -0.79 -1.55 0.34
O -3.70 -5.26 1.93
S 2.38 7.38 1.76
S -3.22 1.70 -5.09
C -2.31 -3.13 -0.72
C 1.26 1.68 0.39
C 0.00 -0.54 -0.10
C -2.47 -5.00 2.43
C -3.72 -4.65 0.74
C 1.08 6.69 0.69
C 3.18 5.78 1.86
C -4.60 2.20 -4.09
C -1.83 -4.12 1.67
C 1.33 5.37 0.53
C -4.71 1.42 -2.92
C 0.72 0.15 2.17
C -0.07 -0.47 -1.54
C 1.38 0.98 3.03
C -3.73 0.32 -2.91
C -2.62 -3.86 0.55
C 0.60 0.45 0.86
C -1.02 -1.38 -1.93
C 2.16 2.01 2.55
C -2.86 0.39 -4.00
C 2.52 4.85 1.07
N -1.30 -2.09 -0.81
N -1.45 -1.50 -3.22
N 2.08 2.43 1.23
C -1.59 -0.39 -4.18
C 3.02 3.45 0.78
H -2.15 -5.47 3.37
H -4.58 -4.73 0.06
H 0.25 7.29 0.37
H 4.05 5.53 2.45
H -0.80 -3.86 1.91
H 0.61 4.75 -0.06
H -5.51 1.66 -2.20
H 0.42 -0.81 2.47
H 0.37 0.26 -2.18
H 1.46 0.70 4.08
H -3.68 -0.37 -2.09
H 2.80 2.46 3.33
H -1.99 -2.35 -3.34
H -1.52 -0.74 -5.18
H -0.84 0.40 -4.02
H 3.96 3.28 1.22
H 3.17 3.38 -0.34
O -3.99 -6.83 4.74
H -3.00 -6.65 4.90
H -4.07 -7.73 4.27
O -0.19 -2.36 -6.77
H 0.29 -2.84 -7.52
H 0.41 -2.36 -5.96
O 3.10 -1.44 5.23
H 3.70 -0.77 5.68
H 2.31 -1.62 5.84
O -0.89 -6.67 5.22
H -0.41 -7.55 5.27
H -1.30 -6.48 6.13
O 6.73 6.40 2.66
H 6.17 6.61 3.48
H 6.42 6.99 1.91
O -1.95 -0.92 3.38
H -1.37 -0.97 2.55
H -1.60 -1.60 4.04
O 2.64 2.71 5.96
H 3.00 1.77 5.84
H 3.43 3.35 5.95
O 1.49 3.30 -3.23
H 0.85 4.08 -3.31
H 1.20 2.74 -2.44
O -2.84 -3.49 -5.86
H -1.99 -3.10 -6.24
H -3.62 -2.97 -6.22
O -1.32 2.48 -1.85
H -0.53 2.20 -1.28
H -1.95 1.69 -1.92
O 1.23 -5.97 1.34
H 0.47 -5.91 0.68
H 1.35 -6.94 1.60
O -2.27 6.80 0.76
H -2.99 6.41 0.16
H -1.47 6.19 0.71
O -7.06 -5.75 1.02
H -6.82 -5.72 2.00
H -6.99 -4.81 0.64
O -1.41 -0.27 -7.98
H -0.81 -0.99 -7.60
H -1.08 0.63 -7.65
O 0.57 4.00 4.54
H 1.28 3.44 4.99
H 0.92 4.29 3.64
O 4.86 1.04 2.98
H 5.32 1.62 2.28
H 5.56 0.76 3.65
O -2.66 -6.26 -2.57
H -2.20 -6.05 -3.45
H -3.21 -5.45 -2.31
O 6.01 4.43 -0.20
H 6.96 4.77 -0.21
H 5.50 4.90 -0.93
O 1.05 -2.20 -3.90
H 1.48 -2.91 -3.32
H 0.16 -1.95 -3.48
O 5.48 2.11 -1.22
H 5.71 2.94 -0.68
H 6.22 1.97 -1.90
```

HOMO in eV: -8.38
Charge: 0
LUMO energy in eV: -0.6163
Orbital gap in eV: 7.764
DFT total energy in a.u.: -4116.55349

---

- Which formula does entry 1 have?
  C4H5NOS